13
Properties=species:S:1:pos:R:3:forces:R:3:lowdin_charge:R:1 method="wB97M-V/def2-TZVPD" gap_ev=9.7932 lumo_energy_ev=1.09 total_energy_ha=-232.39478 relative_energy_kcal_mol=31.9
C -2.22300 0.79665 0.06133 -0.601 -0.487 -1.478 -0.118
C -0.74229 0.45798 -0.21692 -1.230 -0.239 1.485 -0.157
C -0.07359 -0.30395 0.64749 1.140 0.001 -0.990 -0.168
O 1.22583 -0.73976 0.47239 -0.767 0.255 -0.003 -0.146
C 1.84068 -0.32074 -0.72883 -1.078 0.350 -0.973 -0.121
H -2.37347 1.53596 0.86640 0.130 -0.174 -0.475 0.062
H -2.69234 1.18289 -0.92409 0.615 -0.473 1.751 0.087
H -2.80963 -0.13629 0.34152 0.752 1.115 -0.314 0.080
H -0.24794 0.84162 -1.08013 -0.041 0.231 -0.464 0.067
H -0.46091 -0.68455 1.57114 -0.287 -0.143 0.255 0.121
H 1.95733 0.78154 -0.73641 0.072 -0.432 0.010 0.095
H 1.20354 -0.58128 -1.66355 1.090 0.098 1.473 0.118
H 2.80596 -0.80144 -0.73243 0.206 -0.101 -0.277 0.081


15
Properties=species:S:1:pos:R:3:forces:R:3:lowdin_charge:R:1 method="wB97M-V/def2-TZVPD" gap_ev=8.7003 lumo_energy_ev=0.66 total_energy_ha=-539.01700 relative_energy_kcal_mol=115.3
C -0.62299 -2.22546 0.02160 0.316 0.736 0.032 -0.236
Si 0.34662 -0.75102 0.71401 -2.329 -1.268 0.370 0.617
N 1.52954 -0.35344 -0.27424 2.606 0.240 0.009 -0.263
O 2.52005 0.61477 0.13513 1.469 -0.210 -0.986 -0.240
H -0.60837 -2.03997 -1.03979 -0.174 -0.227 -0.573 0.014
H 0.05437 -3.03476 0.19897 0.431 -0.800 -0.017 0.001
H -1.61463 -2.56340 0.34583 0.246 0.665 0.158 0.033
H -0.36464 -0.40744 1.97333 0.701 0.483 0.183 -0.037
H 3.41766 0.42615 -0.33645 -2.804 -0.014 0.861 0.119
C -0.67275 2.20160 0.23675 -1.560 -1.309 -0.839 -0.082
C -0.82771 1.24775 -0.69488 2.051 1.642 -2.047 -0.168
H -1.39239 2.20678 1.08621 1.062 0.307 -0.502 0.073
H 0.02917 2.95725 -0.01240 0.472 0.789 0.602 0.044
H -0.22862 1.20407 -1.71491 -1.100 0.236 2.508 0.115
H -1.56529 0.51713 -0.63916 -1.388 -1.271 0.241 0.009